[1]
Computed, not measured: a molecular structure, C23H39As3N2O2Pt, with ωB97M-V/def2-TZVPD.

The geometry in XYZ format:
```
70
Properties=species:S:1:pos:R:3:forces:R:3
Pt -0.307118 -1.197332 -0.479523 -0.3660 1.0863 1.3931
C -3.996633 -3.888242 -0.093324 -0.0399 -0.1630 0.0581
C -2.620643 -3.459231 -0.543764 -0.0881 0.4494 0.0120
O -2.403154 -2.232947 -0.660725 -0.1779 -0.4339 -0.2715
C -1.697168 -4.487071 -0.843775 0.3000 -0.1305 -0.1296
C -0.397143 -4.360662 -1.314061 -0.2821 -0.2519 0.2173
C 0.300160 -5.607359 -1.783427 0.0571 -0.0216 0.0135
N 0.258429 -3.190716 -1.360672 0.4721 -0.0715 -0.4776
N 1.394431 -3.263298 -2.073702 -0.3720 -0.0971 0.1961
C 1.921453 -2.073486 -2.343427 0.3555 0.7654 -0.0205
O 1.338395 -0.965687 -2.189368 0.1081 -0.5661 -0.4496
C 3.322872 -2.054678 -2.879694 -0.0834 -0.1577 0.0277
C 3.897731 -0.826583 -3.184024 0.1410 0.0922 -0.1172
C 5.197074 -0.754307 -3.670260 -0.0679 -0.0184 0.0362
C 5.932771 -1.915888 -3.857702 -0.0131 -0.0445 0.0211
C 5.363138 -3.148313 -3.555888 -0.0085 0.0241 0.0005
C 4.066774 -3.218876 -3.068237 -0.0802 -0.0184 0.0258
H -4.527553 -3.048185 0.342526 -0.0257 0.0387 -0.0025
H -3.942728 -4.705040 0.630108 -0.0152 0.0440 -0.0568
H -4.564516 -4.245160 -0.956536 0.0233 0.0010 0.0260
H -2.071289 -5.500180 -0.763493 -0.0307 0.0512 -0.0022
H -0.348768 -6.471010 -1.656687 0.0263 -0.0081 0.0063
H 1.228047 -5.757408 -1.229269 -0.0152 0.0145 -0.0268
H 0.576791 -5.507141 -2.832583 -0.0178 -0.0210 0.0116
H 3.309939 0.071390 -3.045289 0.0255 -0.0322 -0.0144
H 5.632558 0.208972 -3.906929 -0.0138 -0.0220 0.0091
H 6.946812 -1.863116 -4.237789 -0.0581 -0.0091 0.0162
H 5.933135 -4.057556 -3.702979 -0.0134 0.0171 0.0087
H 3.611429 -4.172644 -2.830817 0.0379 0.0439 -0.0185
C -3.464242 -0.696121 2.154089 -0.0448 -0.1059 0.0374
As -1.960449 -0.027771 1.111680 0.3819 -0.1966 -0.6156
C -2.998029 1.035194 -0.153431 -0.0786 -0.0079 0.0677
C -1.377932 1.278083 2.456989 0.0959 -0.0125 -0.0523
C -0.324959 2.344848 2.139882 0.0047 0.1126 -0.0832
C -0.057915 3.120972 3.435734 -0.0162 0.1366 0.0080
C 1.012809 1.705825 1.743908 0.0758 -0.0250 0.0635
As 1.197126 0.643799 0.109954 -0.2134 -0.4935 -0.2482
C 3.069083 0.214949 0.370455 0.0649 -0.0713 -0.0713
C 1.373225 1.991441 -1.272322 0.0579 0.0437 -0.0665
C -0.756738 3.291314 1.001009 0.0446 -0.0996 0.1450
As -2.245546 4.593787 1.022585 -0.1089 0.0396 -0.0817
C -1.361025 6.079287 1.946288 0.0306 0.0138 0.0423
C -3.433570 4.102435 2.505032 -0.0124 -0.0260 0.0613
H -4.000421 0.144050 2.596579 -0.0433 -0.0175 0.0157
H -3.122790 -1.369000 2.937864 0.0007 -0.0123 0.0225
H -4.120925 -1.235088 1.476687 -0.0323 -0.0265 0.0287
H -3.527236 1.855682 0.329315 -0.0490 0.0417 0.0189
H -3.717843 0.357306 -0.610762 0.0130 -0.0104 -0.0142
H -2.348898 1.418852 -0.935709 0.0044 0.0177 -0.0271
H -1.010908 0.659865 3.281756 0.0297 -0.0076 0.0398
H -2.290522 1.750279 2.810225 -0.1029 0.1266 0.0694
H 0.379046 2.460772 4.190794 -0.0294 0.0449 -0.0502
H -0.978634 3.536403 3.847882 0.0718 0.0038 -0.0061
H 0.639360 3.945240 3.258614 -0.0180 -0.0502 0.0211
H 1.347884 1.036237 2.541348 -0.0189 -0.0205 0.0543
H 1.772151 2.488169 1.652266 0.0178 0.0468 0.0599
H 3.633420 1.135687 0.513079 0.0940 0.0120 0.0077
H 3.436896 -0.317481 -0.506433 -0.0076 0.0481 0.0580
H 3.177402 -0.422009 1.246150 0.0012 -0.0207 0.0174
H 2.075082 2.761592 -0.952805 0.0240 0.0509 -0.0238
H 0.411673 2.442427 -1.501369 0.0092 -0.0093 -0.0338
H 1.742138 1.480441 -2.158801 -0.0056 0.0323 0.0107
H -0.950005 2.702995 0.106813 0.0055 -0.0808 -0.0043
H 0.088312 3.940235 0.746904 0.0658 -0.0435 -0.0003
H -0.503275 6.415115 1.362708 -0.0286 -0.0165 0.0009
H -1.031816 5.809376 2.947840 0.0141 0.0008 0.0271
H -2.070690 6.903201 2.013566 0.0128 0.0234 0.0130
H -4.001838 3.201446 2.276441 0.0083 0.0189 -0.0040
H -4.137363 4.930552 2.591988 -0.0370 -0.0171 0.0373
H -2.917269 3.981365 3.456516 -0.0596 -0.0041 -0.0366
```
Forces are in eV/Å.

Computed properties:
Calculated total energy in eV: -217319.0299
Largest force on an atom in eV/Å: 1.80
HOMO level (spin up / spin down) in eV: -5.95 / -6.98
E_LUMO (spin up / spin down) in eV: 0.596 / -0.964
Energy above the lowest of the compared OMol25 structures with the same formula, charge and spin in kJ/mol: 15.1
2S+1: 3
Gap between HOMO and LUMO (spin up / spin down) in hartree: 0.2404 / 0.2211

=====

[2]
Computed, not measured: a molecular structure, C23H39CaCl2N5O3P, with ωB97M-V/def2-TZVPD.

The geometry in XYZ format:
```
74
Properties=species:S:1:pos:R:3:forces:R:3
O 0.056596 2.036822 -2.886349 1.4934 0.5749 -2.0079
C 0.524663 1.886599 -4.016383 -0.9785 -0.9972 1.3748
C 1.317378 2.803877 -4.881731 0.3971 0.6285 -0.3015
C 1.962611 3.973446 -4.440285 -0.4087 -0.1519 -0.3015
H 1.987993 4.179178 -3.370903 -0.0467 0.0633 -0.2345
C 2.499781 4.852082 -5.382911 -0.1920 -0.0667 -0.2225
H 2.972879 5.786602 -5.050268 -0.2675 -0.4558 -0.2210
C 2.399352 4.560464 -6.759256 0.4772 -0.1439 0.0833
H 2.767593 5.282742 -7.496451 -0.0786 -0.2490 0.3416
C 1.923359 3.319053 -7.203342 -0.0806 0.2284 0.3535
H 1.951185 3.043592 -8.273731 -0.0823 0.2336 0.7827
C 1.390082 2.452959 -6.246213 -0.1750 0.0681 0.3953
H 0.979821 1.483905 -6.521417 0.0069 0.1563 -0.1177
H 0.322620 0.924056 -4.516850 -0.0178 -0.0704 0.0340
C -3.426936 1.164505 -3.095170 -0.4476 0.6551 -0.1258
C -3.200193 0.225637 -2.016699 3.6986 -0.7463 0.8646
H -4.342322 0.923902 -3.675062 -0.0423 0.4412 -0.2582
H -2.538060 1.097772 -3.759119 -0.5887 0.0834 -0.0761
H -3.426050 2.216584 -2.748636 -0.2341 -0.2914 -0.1527
C -3.717572 -0.830995 -1.443655 -2.1132 0.3651 0.1442
C -5.220546 -1.032312 -1.195450 -0.0548 -0.1720 -0.5093
H -3.141435 -1.683998 -1.090947 0.5062 0.0131 0.7731
H -5.787557 -0.473986 -1.944177 -0.1531 0.0270 -0.0805
H -5.541910 -0.641537 -0.218693 0.1622 -0.1687 -0.0256
H -5.509936 -2.087010 -1.259344 -0.1796 -0.1329 0.0903
Ca -0.486578 0.083553 -0.925754 -1.9082 -0.0367 -0.4087
Cl -0.304216 2.402454 0.084954 0.1671 0.8562 0.6970
Cl -0.379291 -1.271775 -3.155596 0.7236 -0.5174 -0.3786
C -2.576309 0.617582 2.010404 1.5429 -1.0670 -2.0602
O -1.864804 -0.222914 1.412467 -1.0230 1.5349 1.3450
N -3.157854 0.398933 3.191952 -0.3236 -0.3574 0.8000
C -2.938678 -0.836398 3.928784 -0.1036 0.2050 0.0094
C -4.130699 1.317175 3.755857 0.2953 -0.0105 -0.2002
H -2.754554 1.628754 1.592932 0.0512 -0.4023 -0.0095
H -2.176089 -1.444557 3.439361 -0.1788 0.1799 -0.0557
H -3.877190 -1.394709 4.004826 0.0932 -0.0848 -0.0722
H -2.618364 -0.586205 4.945631 0.0396 -0.0607 -0.0322
H -4.219150 2.177316 3.084811 -0.0943 -0.1319 0.2045
H -3.804385 1.657630 4.745313 -0.0493 0.0193 -0.0904
H -5.105986 0.824188 3.864499 0.1274 0.1248 -0.0943
H -0.444709 -5.628404 0.814553 -0.0782 0.1028 -0.0659
H 1.787244 -5.731753 -0.810741 -0.0402 0.0697 -0.1147
C -0.805699 -4.963248 0.019912 0.1945 -0.0514 -0.1058
C 1.196792 -5.035983 -1.420360 -0.0809 0.1068 0.3159
N 0.316060 -4.245412 -0.573084 -0.1189 -0.5212 -0.0771
H -1.549712 -4.278568 0.423857 0.1759 0.1069 -0.1116
C 0.465893 -2.925221 -0.525662 -1.1473 1.9716 0.6862
O -0.252772 -2.115040 0.116694 1.3132 -1.7744 -0.8939
H 1.862702 -4.354285 -1.950299 -0.0427 -0.2047 -0.0722
H 1.294769 -2.555692 -1.150021 -0.0876 -0.1273 0.1485
H -1.253479 -5.583153 -0.768077 -0.0679 0.1573 0.2219
H 0.600148 -5.616346 -2.131108 0.1275 0.1456 -0.0315
C 3.662693 -1.148067 3.889258 -0.5137 1.0615 -0.5434
N 4.224736 0.037109 3.169250 0.3221 -0.3220 0.9123
C 3.778064 1.279359 3.857688 -0.6497 -0.8738 -0.4928
N 2.305046 1.363638 3.970490 0.2259 -0.3144 0.7945
C 1.817401 0.149910 4.680093 0.5914 0.0323 -0.9829
N 2.192078 -1.092302 3.967617 0.3703 -0.1913 1.0692
C 1.562616 -1.242509 2.664429 0.0872 0.4236 -0.4436
P 2.007626 0.140029 1.461424 -0.3235 -0.3368 -0.0430
C 3.855957 0.027612 1.748652 -0.3009 0.1879 0.3183
C 1.659009 1.530084 2.658635 0.3500 0.1101 0.1014
H 4.052811 -1.155359 4.922390 -0.0181 -0.0112 -0.4422
H 3.960751 -2.058786 3.351584 -0.0099 0.1927 0.1866
H 4.142493 2.135314 3.275729 -0.0638 -0.1015 0.2092
H 4.212681 1.289511 4.872445 -0.1469 0.0021 -0.3788
H 0.723293 0.195937 4.774959 0.2859 0.0332 -0.0106
H 2.298106 0.106768 5.677211 -0.3274 0.1155 -0.4029
H 1.885121 -2.194905 2.220135 -0.1615 0.1147 0.1094
H 0.468640 -1.264254 2.757418 0.1957 -0.0409 -0.0247
H 4.334057 0.886911 1.261947 -0.0054 -0.1651 -0.0098
H 4.238636 -0.891407 1.276821 -0.0709 0.2487 0.1072
H 0.576491 1.651515 2.782757 0.1843 -0.1440 -0.1167
H 2.015208 2.472037 2.225979 -0.1280 -0.1461 -0.0730
```
Forces are in eV/Å.

Computed properties:
Charge: -1
Calculated total energy in eV: -90851.4014
Largest force on an atom in eV/Å: 3.87
HOMO level in eV: -1.01
E_LUMO in eV: 2.400
Energy above the lowest of the compared OMol25 structures with the same formula, charge and spin in kJ/mol: 42.9
Gap between HOMO and LUMO in hartree: 0.1254

=====

[3]
Computed, not measured: a molecular structure, C23H39Cl3N3O3PtSSi, with ωB97M-V/def2-TZVPD.

The geometry in XYZ format:
```
74
Properties=species:S:1:pos:R:3:forces:R:3
C 2.671381 -2.350032 -2.490333 0.1162 -0.0535 0.0436
C 2.021959 -1.548555 -3.577362 -0.7320 0.0248 -0.7340
H 2.627046 -3.422735 -2.703647 -0.0247 0.1744 0.1725
H 2.191014 -2.129960 -1.530862 0.1147 -0.1587 -0.1227
H 3.736165 -2.085129 -2.394190 -0.2358 0.0002 -0.0209
C 1.812846 -1.981257 -4.829589 0.3845 0.4315 0.4040
C 2.224520 -3.326157 -5.315218 0.0251 -0.4865 -0.4620
H 1.382929 -1.322375 -5.592374 0.1103 -0.2172 0.4899
H 1.996562 -4.110524 -4.584016 0.0658 0.0716 -0.2051
H 3.300841 -3.376840 -5.538160 -0.1934 -0.0038 0.0776
H 1.694242 -3.549789 -6.252065 0.1586 -0.1228 0.2656
Pt 0.403134 -0.252957 3.901657 1.8781 -0.7496 0.1515
Cl 2.182609 1.036467 4.790080 1.0554 1.2176 0.7301
Cl 1.937577 -0.711299 2.144747 1.2381 -0.3406 -1.2612
C 0.057517 2.376673 2.621638 -1.6031 -2.8638 1.5140
O -0.617124 1.415399 3.142844 0.8825 4.3073 -2.2342
N -0.573123 3.379086 2.040562 -0.1502 1.0488 -0.9021
C -2.018488 3.346209 1.818589 0.1268 0.0452 -0.0182
C 0.190402 4.452439 1.401119 -0.0773 -0.2580 -0.1188
H 1.159730 2.386677 2.620014 -0.3124 -0.1039 0.2410
H -2.519516 2.943130 2.704371 0.1323 0.0834 -0.2173
H -2.286600 2.725809 0.941540 0.1748 0.2152 0.4205
H -2.338171 4.380836 1.635297 -0.0540 -0.3236 0.0783
H 1.173772 4.506419 1.864450 -0.0300 0.0720 0.0358
H -0.337431 5.400795 1.539118 0.1543 -0.0997 0.0310
H 0.333370 4.274507 0.324809 -0.1646 0.0797 0.2919
H 0.183591 -4.647976 3.564248 -0.2731 0.2099 0.1616
H -0.349704 -3.066350 1.453936 -0.2594 0.0927 0.0919
C -0.900048 -4.641066 3.755508 -0.3422 -0.0043 -0.1459
C -1.390639 -3.303196 1.726399 0.2277 0.1850 0.3144
N -1.520140 -3.440393 3.180409 0.1807 -0.6227 -0.1943
H -1.069650 -4.652460 4.841607 0.1109 -0.0503 -0.4020
C -1.616244 -2.349788 3.944555 0.8343 2.6737 -1.0818
O -1.484014 -1.160805 3.463792 -2.5914 -3.7170 0.2053
H -2.066479 -2.516327 1.358193 0.3504 -0.2824 0.2116
H -1.736659 -2.520694 5.027233 0.0806 0.0475 -0.3463
H -1.346402 -5.521899 3.278055 -0.0315 0.0559 0.2236
H -1.649987 -4.264169 1.276715 -0.0827 0.0513 0.0259
O 0.553360 -0.391874 -2.107445 0.2906 -0.0675 -0.7182
C 1.526326 -0.185713 -3.131990 -0.1041 0.5541 0.7352
C -0.085162 0.533509 -5.020181 0.2164 0.3155 -0.1225
C 1.108458 0.704750 -4.302003 0.3851 -0.2584 -0.1454
H -0.847839 -0.159692 -4.642168 0.3852 0.3073 -0.2121
C -0.270487 1.227317 -6.230954 0.2283 0.0309 0.5092
H 2.394559 0.298383 -2.647880 -0.1899 0.0765 -0.1355
C 2.105339 1.565995 -4.793598 -0.4272 -0.1980 0.0326
H -1.200397 1.090705 -6.791150 0.3521 0.1041 0.1694
C 0.729456 2.088455 -6.706182 -0.0338 -0.1310 0.3280
C 1.925760 2.250858 -5.992770 -0.2623 -0.0295 0.0981
H 3.026887 1.662393 -4.209314 -0.2842 0.0327 -0.3265
H 0.562526 2.662166 -7.613343 0.0528 -0.1677 0.0288
H 2.715521 2.914282 -6.356795 -0.3472 -0.1958 0.0514
Si -0.537717 0.504632 -1.232526 -0.0789 -0.5530 0.2457
Cl 1.272441 -2.312746 4.726298 0.2112 -1.5087 1.0917
C -2.200227 0.055469 -1.907111 -0.2749 0.1150 -0.4415
C -0.277706 2.332104 -1.505255 -0.0778 0.4355 -0.2735
C -0.458166 -0.031775 0.528441 -0.1313 0.4828 -0.5871
H -2.241505 0.311867 -2.974522 -0.2946 -0.0563 0.1998
H -2.958281 0.622300 -1.353025 -0.0903 -0.1591 -0.1893
H -2.380399 -1.020274 -1.787112 -0.0249 0.2251 -0.0069
H -0.250762 -1.111688 0.578670 -0.0119 0.5614 0.0742
H -1.340105 0.205689 1.148617 0.3294 -0.1077 -0.3543
H 0.421053 0.487426 0.937890 -0.4111 -0.5040 0.0756
H -0.347065 2.540897 -2.582329 0.0492 0.0259 0.1643
H 0.691983 2.701042 -1.156666 -0.0495 -0.1289 -0.0161
H -1.064801 2.928720 -1.016418 0.2007 -0.2187 -0.0830
S -2.730141 1.127855 6.967313 0.5916 -0.0899 0.4642
C -1.182144 0.832668 7.705159 0.2425 -0.0930 -0.1590
C -0.288688 0.402972 6.765464 -1.3674 0.4063 -0.1960
N -0.818529 0.295083 5.498296 -2.7735 0.9320 1.6631
C -2.119762 0.654690 5.449272 2.6367 -0.5508 0.8036
H -0.946262 0.977277 8.758126 -0.4203 0.0540 -0.3389
H 0.758544 0.202823 6.891879 0.1869 -0.1571 0.0312
H -2.706891 0.659721 4.551671 0.0518 -0.1131 -0.1750
```
Forces are in eV/Å.

Computed properties:
Charge: -1
Calculated total energy in eV: -94626.2460
Largest force on an atom in eV/Å: 4.93
HOMO level (spin up / spin down) in eV: -1.81 / -4.13
E_LUMO (spin up / spin down) in eV: 2.267 / 2.242
Energy above the lowest of the compared OMol25 structures with the same formula, charge and spin in kJ/mol: 89.0
2S+1: 3
Gap between HOMO and LUMO (spin up / spin down) in hartree: 0.1500 / 0.2340